This record from the Open Molecules 2025 dataset describes a structure of composition C4H5NRb in a non-equilibrium geometry. The level of theory is ωB97M-V/def2-TZVPD.

```
11
Properties=species:S:1:pos:R:3
Rb -1.22881 -1.34181 -1.75710
N -0.94457 -0.12946 0.58293
C 0.01133 -1.00115 0.11297
C 1.11135 -0.29634 -0.37110
C 0.80073 1.05843 -0.19960
C -0.38143 1.14934 0.53295
H -1.78413 -0.37924 1.08577
H -0.21477 -2.05568 0.17003
H 1.96766 -0.81660 -0.77416
H 1.49884 1.84306 -0.45139
H -0.83620 1.96942 1.06873
```

Output
Total charge: +1
E_HOMO (eV): -12.56

Here are the Mulliken charges for atoms 1 to 4, given in e: atom 1 (Rb): 0.974, atom 2 (N): -0.104, atom 3 (C): -0.513, atom 4 (C): -0.454

---

This record from the Open Molecules 2025 dataset describes an isolated molecule of C4H5NS in a non-equilibrium geometry. The level of theory is ωB97M-V/def2-TZVPD.

```
11
Properties=species:S:1:pos:R:3
C 0.72135 -0.70937 0.62399
C -0.16433 -0.89873 -0.55623
C -0.58257 1.36854 -0.06095
C 0.50635 0.43217 -0.31578
H 1.72799 -1.17410 0.58934
H 0.31041 -0.71158 1.62745
H 0.06882 -1.59795 -1.33671
H -0.43700 2.41901 0.07128
H 1.39422 0.76133 -0.84374
N -1.74504 0.89642 0.19752
S -1.80019 -0.78575 0.00383
```

Output
SMILES: C1=NS[C@@H]2C[C@H]12
ΔE to the lowest compared entry with this formula, charge and spin (kcal per mole): 33.9
E_HOMO (eV): -8.25

Here are the Mulliken charges for atoms 1 to 4, given in e: atom 1 (C): -0.596, atom 2 (C): -0.186, atom 3 (C): -0.217, atom 4 (C): -0.141

---

This record from the Open Molecules 2025 dataset describes an isolated molecule of C4H5NS2 in a non-equilibrium geometry. The level of theory is ωB97M-V/def2-TZVPD.

```
12
Properties=species:S:1:pos:R:3
C 1.43043 -1.22422 0.29452
C 0.24367 -0.23564 0.52268
C -0.89130 1.04631 -0.71687
C -0.95529 -0.42509 -0.20820
H 1.15064 -2.29641 0.18964
H 0.03242 -0.30353 1.58691
H 0.34140 1.84453 1.09922
H -0.63802 1.14452 -1.80695
H -1.84463 1.64763 -0.44944
N 0.36449 1.18229 0.17316
S 2.83002 -0.86845 -0.45769
S -2.06385 -1.51193 -0.22698
```

Output
SMILES: S=C[C@H]1NCC1=S
ΔE to the lowest compared entry with this formula, charge and spin (kcal per mole): 82.7
E_HOMO (eV): -8.72

Here are the Mulliken charges for atoms 1 to 4, given in e: atom 1 (C): -0.557, atom 2 (C): 0.414, atom 3 (C): -0.297, atom 4 (C): 0.067

---

This record from the Open Molecules 2025 dataset describes an isolated molecule of C4H5NS2 in a non-equilibrium geometry. The level of theory is ωB97M-V/def2-TZVPD.

```
12
Properties=species:S:1:pos:R:3
C -0.62794 -1.00114 -0.01469
C 1.84089 0.15801 -0.10523
C -1.71429 -1.66822 -0.18325
C -0.40954 1.14801 0.02514
N 0.99257 1.19627 0.01615
S 3.42953 0.46824 0.11185
S 1.11774 -1.43720 0.05357
H -1.57458 -2.81294 -0.27504
H -2.62760 -1.24713 -0.30925
H -0.90143 1.68953 -0.83334
H -0.77750 1.43958 1.08338
H 1.25215 2.06698 0.43072
```

Output
<S²>: 2.01
ΔE to the lowest compared entry with this formula, charge and spin (kcal per mole): 0.0
Multiplicity: 3
E_HOMO (alpha / beta) (eV): -5.65 / -8.78

Here are the Mulliken charges for atoms 1 to 4, given in e: atom 1 (C): 0.094, atom 2 (C): 0.303, atom 3 (C): -0.512, atom 4 (C): -0.627

---

This record from the Open Molecules 2025 dataset describes a structure of composition C4H5NiO2 in a non-equilibrium geometry. The level of theory is ωB97M-V/def2-TZVPD.

```
12
Properties=species:S:1:pos:R:3
O 2.35428 -0.67849 -0.11626
C 1.09123 -0.85854 0.48780
H 1.09515 -0.54099 1.55521
H 0.74189 -1.89089 0.26568
C 0.25245 0.17067 -0.30166
C -1.09310 0.33079 0.37715
C -2.25822 0.10769 -0.19261
O -3.29301 0.02380 -0.74147
Ni 0.39108 2.70583 -0.57162
H 0.05904 -0.21487 -1.31900
H -1.15609 0.67209 1.41763
H 1.81531 0.17291 -0.86086
```

Output
<S²>: 2.00
Multiplicity: 3
Total charge: -1
E_HOMO (alpha / beta) (eV): -1.93 / -3.41

Here are the Mulliken charges for atoms 1 to 4, given in e: atom 1 (O): -0.596, atom 2 (C): -0.165, atom 3 (H): 0.190, atom 4 (H): 0.202

---

This record from the Open Molecules 2025 dataset describes a structure of composition C4H5O5V in a non-equilibrium geometry. The level of theory is ωB97M-V/def2-TZVPD.

```
15
Properties=species:S:1:pos:R:3
O 0.30177 -0.69147 -0.83704
O -0.72854 1.80036 0.34390
C -1.30789 1.21100 1.23642
C -1.88430 -0.16880 1.14225
O -1.89231 -0.74064 -0.12648
C -0.76420 -1.50728 -0.49415
V 0.13008 1.22045 -1.43173
H -1.39860 1.68221 2.23408
H -2.91907 -0.10360 1.51721
H -1.33190 -0.78407 1.88069
H -1.08901 -2.09086 -1.36777
H -0.46290 -2.16753 0.33826
O 1.95077 0.80112 -0.23675
C 1.67462 -0.30328 0.20729
O 1.88260 -1.03002 1.12494
```

Output
<S²>: 6.01
ΔE to the lowest compared entry with this formula, charge and spin (kcal per mole): 18.0
Multiplicity: 5
E_HOMO (alpha / beta) (eV): -5.47 / -10.95

Here are the Mulliken charges for atoms 1 to 4, given in e: atom 1 (O): -0.578, atom 2 (O): -0.469, atom 3 (C): 0.104, atom 4 (C): -0.450

---

| no. | DFT total energy (eV) |
| --- | --- |
| 1 | -6367.104 |
| 2 | -16552.595 |
| 3 | -27386.130 |
| 4 | -27383.069 |
| 5 | -49361.860 |
| 6 | -40151.634 |